49
Properties=species:S:1:pos:R:3:forces:R:3:mulliken_charge:R:1 method="wB97M-V/def2-TZVPD" e_tot_ha=-1091.0641 mol_weight_g_mol=338.4 total_charge=+1 relative_energy_kj_mol=0.0 homo_lumo_gap_ev=7.7376 lumo_energy_ev=-2.50 smiles="CC[NH+](CC)CCNC(=O)c1cc(-c2ccco2)nc2ccccc12" homo_ev=-10.2
C 0.259520 -3.573849 1.133509 -0.1 0.1 0.0 -1.3512
C -1.243173 -3.791683 1.066272 0.4 -0.4 0.1 -0.5617
N -1.979673 -2.532236 0.794425 0.4 0.3 -0.6 0.4986
C -3.295509 -2.782024 0.152280 -0.6 -0.2 -0.1 -0.4403
C -4.221619 -3.697757 0.937958 0.2 0.1 0.0 -1.1526
C -2.060031 -1.648847 1.980055 -0.1 0.5 0.4 -0.6683
C -2.189398 -0.170049 1.599334 0.0 -0.3 -0.2 -0.8722
N -0.945398 0.440375 1.146980 -0.1 0.2 0.2 -0.0448
C -0.275800 0.096335 0.032396 0.0 0.3 0.3 0.4992
O -0.527320 -0.928266 -0.603665 0.0 -0.1 -0.3 -0.8338
C 0.791686 1.049421 -0.376144 0.2 0.4 -0.4 0.2499
C 0.470565 2.121990 -1.162449 0.1 -0.2 0.2 -0.4586
C 1.506921 3.004172 -1.577537 0.5 -0.3 0.3 0.7903
C 1.202890 4.143371 -2.412207 -1.1 0.3 -0.4 -0.0607
C 0.015447 4.598044 -2.947867 0.7 -0.4 0.4 -0.3967
C 0.332477 5.754882 -3.682456 0.6 0.3 -0.1 -0.5264
C 1.681907 5.923157 -3.543842 -0.9 0.4 -0.5 -0.5099
O 2.206630 4.963745 -2.785811 0.4 -0.4 0.3 -0.3251
N 2.758343 2.824080 -1.225686 -0.2 0.6 -0.4 -0.6999
C 3.095268 1.781824 -0.455679 -0.3 -0.7 0.4 -0.3080
C 4.450657 1.616635 -0.097577 0.1 -0.2 0.1 -0.5337
C 4.833368 0.566349 0.688928 0.1 0.2 -0.1 -0.5653
C 3.887392 -0.360563 1.155510 -0.3 -0.1 0.1 -0.7279
C 2.565103 -0.227901 0.829099 0.1 -0.1 0.1 -0.6225
C 2.138785 0.836589 0.015161 0.2 0.3 -0.2 1.2422
H 0.617597 -3.088573 0.228354 0.1 0.0 0.0 0.3551
H 0.754194 -4.537287 1.216570 0.0 -0.1 0.0 0.4838
H 0.553386 -2.981616 1.996744 0.1 0.1 0.1 0.3102
H -1.459311 -4.480165 0.248196 -0.1 0.1 0.1 0.5251
H -1.611355 -4.228254 1.997287 -0.1 0.0 -0.1 0.3688
H -1.382892 -1.946242 0.081779 -0.4 -0.4 0.5 0.1925
H -3.096644 -3.218159 -0.828811 0.1 0.1 0.1 0.4135
H -3.784678 -1.819877 -0.006621 0.2 0.0 0.0 0.3269
H -4.445646 -3.306873 1.926753 -0.1 0.0 0.1 0.3100
H -3.811644 -4.697844 1.040155 0.0 -0.1 0.0 0.3206
H -5.161069 -3.779649 0.398583 -0.1 0.0 0.0 0.4231
H -1.155014 -1.780522 2.574736 -0.1 -0.1 -0.1 0.3756
H -2.916130 -1.938504 2.591467 0.1 -0.1 -0.1 0.3444
H -2.518149 0.382487 2.479329 0.0 -0.1 -0.1 0.5497
H -2.952096 -0.047974 0.821734 0.0 0.0 0.1 0.2726
H -0.668495 1.298425 1.599652 0.0 0.0 -0.1 0.3233
H -0.544658 2.296336 -1.480764 -0.1 0.0 0.0 0.4269
H -0.957836 4.165340 -2.837246 -0.2 -0.1 0.1 0.4714
H -0.342772 6.374032 -4.235575 -0.1 0.2 -0.1 0.4724
H 2.348003 6.669001 -3.931114 0.2 0.0 0.0 0.4747
H 5.157247 2.342184 -0.466281 0.1 0.1 0.0 0.5050
H 5.870237 0.439928 0.959773 0.1 0.0 0.0 0.3979
H 4.211851 -1.181779 1.776461 0.0 -0.1 0.1 0.4358
H 1.836837 -0.942207 1.187847 0.0 -0.1 0.1 0.3002

---

52
Properties=species:S:1:pos:R:3:forces:R:3:mulliken_charge:R:1 method="wB97M-V/def2-TZVPD" e_tot_ha=-1297.3076 mol_weight_g_mol=551.4 total_charge=+4 relative_energy_kj_mol=15.6 homo_lumo_gap_ev=6.7724 lumo_energy_ev=-14.24 homo_ev=-21.0
Ta 0.778952 -0.265481 0.348565 0.6 -1.0 0.0 1.2515
O -1.062004 -1.149999 1.002967 0.1 0.0 -0.2 -0.4193
C -1.737159 -2.212236 0.217390 -0.1 0.1 0.0 -0.3933
C -1.132701 -2.177939 -1.149701 0.0 0.0 -0.1 0.6391
C -1.639668 -2.937102 -2.178317 0.0 0.0 0.0 -0.8442
C -1.036691 -2.861036 -3.428817 0.0 0.0 -0.1 -0.2332
C 0.059077 -2.017623 -3.620166 0.0 0.0 0.0 -0.7986
C 0.517439 -1.281896 -2.560348 -0.1 -0.1 0.1 -0.1575
N -0.058694 -1.367196 -1.322583 0.1 0.5 0.0 -0.1817
H -1.631845 -0.851176 1.729823 0.0 0.1 0.1 0.3648
H -2.802104 -1.986706 0.192821 0.0 0.0 0.0 0.5244
H -1.572411 -3.161904 0.725228 0.0 0.0 0.0 0.3433
H -2.500424 -3.574497 -2.011080 0.0 0.0 0.0 0.5160
H -1.426236 -3.445830 -4.254316 0.0 0.0 0.0 0.4881
H 0.537964 -1.924009 -4.585984 0.0 0.0 0.0 0.4675
H 1.345203 -0.592691 -2.668183 0.0 0.0 0.0 0.5295
C -0.090337 4.845417 5.132436 0.1 0.0 -0.4 -0.6591
O 0.460564 5.274193 3.823251 0.0 0.0 0.4 -0.2833
C 0.727720 4.533031 2.831881 -0.1 -0.1 0.1 0.9469
C 1.301811 5.205345 1.699898 0.0 -0.1 0.0 -0.8949
C 1.628916 4.504355 0.604732 0.0 0.0 -0.1 -1.1878
C 1.418826 3.061820 0.512582 -0.1 0.2 0.3 0.1652
C 1.815879 2.419832 -0.603979 0.1 -0.6 -0.5 1.3998
C 2.429509 2.979846 -1.834577 0.0 0.0 0.1 -1.7053
O 1.639026 1.007870 -0.653937 -0.2 0.4 0.0 0.0023
C 0.796833 2.443099 1.675007 -0.1 -0.7 -0.3 0.3075
O 0.530247 1.060769 1.611492 -0.2 0.8 0.3 -0.0829
C 0.460846 3.101019 2.788579 0.1 0.4 0.1 -0.3828
H 0.348981 5.535951 5.841311 0.0 0.1 0.0 0.2910
H 0.207605 3.825449 5.349262 0.0 0.0 0.0 0.2996
H -1.165921 4.971765 5.067793 -0.1 0.0 0.0 0.3411
H 1.458515 6.274129 1.769716 0.0 0.0 0.0 0.5466
H 2.069336 5.018386 -0.239027 0.0 0.0 0.0 0.5299
H 1.789077 3.755276 -2.259466 0.0 0.0 0.0 0.4700
H 2.580331 2.209004 -2.584903 0.0 0.0 0.0 0.3074
H 3.399921 3.428011 -1.606626 0.0 0.0 0.0 0.4525
H -0.012795 2.591854 3.614792 0.0 0.0 0.0 0.4906
C 5.657546 -2.885622 0.595372 -0.2 0.1 0.1 -1.1654
C 4.335676 -2.406245 1.072424 0.3 0.0 -0.1 0.8697
C 3.728358 -2.533178 2.335494 0.0 -0.1 0.1 -1.1503
C 2.487457 -1.978501 2.252539 -0.1 0.0 -0.1 0.5231
N 2.294172 -1.493398 0.955897 -0.2 0.4 -0.1 -0.1741
N 3.474534 -1.761244 0.285396 -0.1 -0.1 0.1 -0.1110
C 1.410438 -1.884321 3.277879 0.1 0.0 0.0 -1.0079
H 6.352720 -2.939249 1.431012 0.0 0.0 0.0 0.3840
H 6.073506 -2.247358 -0.183412 0.0 0.0 0.0 0.3896
H 5.540963 -3.897238 0.193595 0.0 0.0 0.0 0.3334
H 4.168996 -3.002300 3.202207 0.0 0.0 0.0 0.4869
H 3.578946 -1.598978 -0.705049 0.0 0.0 -0.1 0.2019
H 1.841063 -1.675826 4.256226 0.0 0.0 0.0 0.4260
H 0.869035 -2.830208 3.348581 0.0 0.0 0.0 0.3060
H 0.690372 -1.087837 3.071597 0.0 0.0 0.0 0.2372

---

56
Properties=species:S:1:pos:R:3:forces:R:3:mulliken_charge:R:1 method="wB97M-V/def2-TZVPD" e_tot_ha=-4041.2411 mol_weight_g_mol=612.1 total_charge=+3 homo_lumo_gap_ev=5.7222 lumo_energy_ev=-10.88 homo_ev=-16.6
Sn 0.935533 3.922807 1.822235 -0.2 0.1 -0.1 1.0069
O 5.410132 -2.668434 -0.879054 0.0 0.0 0.0 -0.4812
C 5.817510 -3.950580 -0.526467 0.0 0.0 -0.1 -0.5305
C 4.603744 -4.776347 -0.218345 0.0 0.0 0.0 0.3977
C 4.815727 -6.155050 0.152842 0.0 -0.1 0.0 -0.2026
C 3.768148 -7.015735 0.429950 0.0 0.1 0.0 -0.8174
C 2.497560 -6.499153 0.312710 0.0 0.0 0.0 -0.5094
C 2.298313 -5.082606 0.002875 0.0 0.0 0.0 0.5317
N 3.420079 -4.277876 -0.315972 0.0 0.0 0.0 -0.3504
H 6.179653 -2.128043 -1.091355 0.0 0.0 0.0 0.3516
H 6.470876 -3.971166 0.357534 0.0 0.0 0.0 0.3738
H 6.358566 -4.465073 -1.335351 0.0 0.0 0.0 0.3682
H 5.837258 -6.521851 0.207305 0.0 0.0 0.0 0.4714
H 3.940557 -8.045299 0.712625 0.0 0.0 0.0 0.5162
H 1.632313 -7.114950 0.541629 0.0 0.0 0.0 0.5142
H 2.029320 -4.742005 1.039075 0.0 0.1 0.0 0.3650
Se -1.089401 -2.028518 1.150383 0.2 0.1 0.0 0.5373
N 0.443755 -2.795521 0.601417 -0.1 -0.1 0.0 -0.7372
C 0.099180 -3.762220 -0.198040 0.2 -0.1 0.0 0.3299
C 1.070847 -4.679240 -0.882898 -0.1 -0.1 0.1 0.9213
C 0.409885 -5.803095 -1.607539 0.0 0.0 0.0 -0.4920
C -0.930413 -5.931070 -1.775538 0.0 0.1 0.0 -0.8561
C -1.809078 -5.004071 -1.167973 0.0 -0.1 -0.1 -0.2698
C -1.309647 -3.949494 -0.404688 -0.2 0.1 0.1 0.3144
N -2.104992 -3.099963 0.262660 -0.1 -0.1 -0.2 -0.6227
H 1.522726 -4.088273 -1.699195 0.0 0.0 0.0 0.3020
H 1.068442 -6.518609 -2.091378 0.0 0.0 0.0 0.5890
H -1.338404 -6.738894 -2.367290 0.0 0.0 0.0 0.4730
H -2.883547 -5.115230 -1.272504 0.0 0.0 0.0 0.5074
O 1.650262 5.033001 -0.057731 0.1 -0.1 -0.2 -0.5089
H 2.351754 4.803094 -0.683233 0.0 0.0 0.1 0.3289
H 1.243092 5.859795 -0.359320 -0.1 0.0 0.1 0.3420
C -3.773306 4.661340 2.802620 0.0 0.0 0.0 -1.1397
C -3.508536 5.748531 1.771963 0.0 0.0 0.0 -1.1910
C -2.718544 5.266743 0.523345 0.0 0.1 0.0 2.3858
C -2.473025 6.459193 -0.431821 0.0 0.0 0.0 -1.2126
C -1.736656 6.078557 -1.708732 0.0 0.0 0.0 -1.1222
C -3.543600 4.216853 -0.196722 -0.1 0.0 -0.1 -0.0787
O -4.594515 4.466060 -0.713832 0.0 0.0 0.0 -0.5287
N -3.035518 2.916389 -0.221966 0.1 -0.1 0.1 0.0621
C -1.858161 2.455576 0.318613 -0.5 0.1 -0.1 0.1397
O -1.584322 1.276105 0.317771 0.5 0.1 0.2 -0.6720
N -1.025780 3.447024 0.861401 0.1 -0.3 -0.1 -0.5174
C -1.414494 4.711423 0.973511 0.1 0.2 0.1 0.4727
O -0.540502 5.464417 1.533949 0.0 0.0 0.0 -0.8228
H -4.326721 5.073464 3.644335 0.0 0.0 0.0 0.4748
H -2.848198 4.238159 3.205594 0.0 0.0 0.0 0.2331
H -4.373240 3.847284 2.390625 0.0 0.0 0.0 0.2839
H -2.950846 6.575134 2.213721 0.0 0.0 0.0 0.4494
H -4.447952 6.150588 1.392729 0.0 0.0 0.0 0.4777
H -1.932082 7.224066 0.126205 0.0 0.0 0.0 0.5015
H -3.454871 6.864291 -0.673714 0.0 0.0 0.0 0.4460
H -0.770362 5.603104 -1.504343 0.0 0.0 0.0 0.1503
H -1.549784 6.962017 -2.316969 0.0 0.0 0.0 0.4743
H -2.319246 5.386951 -2.319113 0.0 0.0 0.0 0.3084
H -3.629468 2.216422 -0.648557 0.0 0.0 0.0 0.2618

---

54
Properties=species:S:1:pos:R:3:forces:R:3:lowdin_spin:R:1 method="wB97M-V/def2-TZVPD" e_tot_ha=-1633.8500 spin_multiplicity=5 mol_weight_g_mol=611.0 total_charge=+1 relative_energy_kj_mol=8.4 homo_lumo_gap_ev="7.9312 / 5.5491" lumo_energy_ev="-2.35 / -4.46" homo_ev="-10.3 / -10.0"
Rh 0.202046 0.235678 -0.210687 0.7 -0.2 0.1 2.7285
O 0.092626 -0.994131 -1.811227 -0.2 0.0 0.2 0.2711
C -0.708840 -1.050816 -2.840684 -0.2 0.0 -0.3 0.0169
C -0.706345 -2.223521 -3.624723 -0.1 0.1 0.0 0.0225
C -1.517575 -2.333205 -4.728511 0.1 -0.1 0.1 -0.0043
C -2.355375 -1.284468 -5.117098 -0.1 0.1 0.0 0.0205
C -2.362221 -0.127011 -4.379007 0.0 -0.1 0.0 -0.0072
C -1.556125 0.022519 -3.234088 0.2 -0.3 0.0 0.0229
C -1.603512 1.285830 -2.558023 0.0 0.1 0.1 0.0021
N -0.972381 1.618740 -1.490806 -0.1 -0.3 -0.1 0.1360
C -1.116044 2.967302 -0.971604 0.0 0.1 0.1 0.0090
C -1.193781 2.890277 0.549888 -0.1 0.1 -0.1 0.0082
N -0.069523 2.107455 1.010644 0.2 -0.2 0.0 0.1204
C 0.607771 2.480306 2.029506 -0.1 -0.1 0.0 0.0041
C 1.695512 1.768081 2.647993 0.1 -0.3 -0.1 0.0146
C 2.327917 2.385200 3.740755 0.1 0.0 0.0 -0.0042
C 3.348120 1.773690 4.426873 0.0 0.1 0.1 0.0122
C 3.761397 0.497942 4.034709 0.0 0.0 0.0 -0.0025
C 3.168521 -0.141090 2.973689 -0.1 0.1 -0.1 0.0175
C 2.124310 0.471143 2.245986 0.1 0.3 0.3 0.0169
O 1.612656 -0.184194 1.241352 -0.2 0.0 -0.2 0.2419
H -0.057148 -3.034022 -3.323432 0.0 0.0 0.0 0.0007
H -1.501493 -3.245931 -5.308331 0.0 0.0 0.0 -0.0004
H -2.982386 -1.382549 -5.990730 0.0 0.0 0.0 0.0012
H -2.996250 0.698925 -4.674568 0.0 0.0 0.0 -0.0003
H -2.252313 2.030726 -3.029289 0.0 0.0 0.0 0.0053
H -1.995019 3.456373 -1.400165 0.0 0.0 0.1 0.0031
H -0.225481 3.536953 -1.254035 0.0 0.0 0.0 0.0012
H -2.112737 2.369709 0.837934 0.0 0.0 0.0 0.0007
H -1.199664 3.886748 1.002881 0.0 0.0 -0.1 0.0032
H 0.336214 3.420054 2.520170 0.0 0.0 0.0 0.0057
H 1.989848 3.369599 4.039353 0.0 0.0 0.0 0.0000
H 3.822416 2.268240 5.261923 0.0 0.0 0.0 0.0008
H 4.560247 0.002627 4.570351 0.0 0.0 0.0 -0.0001
H 3.486776 -1.128765 2.671174 0.0 0.0 0.0 0.0005
N -3.898590 -2.637970 2.377120 -0.1 0.0 0.0 0.0000
C -3.058207 -2.538460 3.418301 0.3 0.1 0.1 0.0000
N -3.397616 -3.110436 4.579390 0.0 0.0 0.0 -0.0002
N -1.893839 -1.904840 3.377218 -0.4 -0.1 0.0 0.0034
C -1.567614 -1.315373 2.263981 0.1 0.0 -0.2 0.0087
N -1.230388 -0.793503 1.284611 -0.2 0.1 0.0 0.0533
H -4.766260 -3.138169 2.446042 0.0 0.0 0.0 0.0000
H -3.641191 -2.249711 1.485269 0.0 0.0 0.0 -0.0001
H -4.247268 -3.628436 4.703412 0.0 0.0 0.0 0.0000
H -2.758969 -3.019462 5.349830 0.0 0.0 0.0 0.0000
C 2.707255 0.539825 -3.514819 0.0 0.0 0.1 0.0215
Te 2.887401 0.632224 -1.386064 -0.1 0.1 -0.2 0.2168
C 3.254068 -1.453670 -1.184113 0.0 0.0 0.0 0.0150
H 1.857960 -0.088600 -3.770328 0.0 0.0 0.0 0.0016
H 3.619757 0.121266 -3.930779 0.0 0.0 0.1 0.0053
H 2.561496 1.539825 -3.913875 0.0 0.1 0.1 0.0000
H 4.319453 -1.637728 -1.284221 0.0 0.0 0.0 0.0050
H 2.696771 -1.971772 -1.958097 -0.1 0.0 0.0 0.0003
H 2.903591 -1.759436 -0.201064 0.0 0.1 0.0 0.0006